The following is a DFT calculation (ωB97M-V/def2-TZVPD) of a 9-piece molecular cluster, H18N2O10 overall.

ΔE to the lowest compared entry with this formula, charge and spin, eV: 0.700
Frontier orbital gap, eV: 6.64
Electronic energy, eV: -23741.8868
Largest force on an atom, eV Å⁻¹: 5.22
LUMO level, Eh: -0.030

```
30
Properties=species:S:1:pos:R:3:nbo_charge:R:1
N 0.29 0.31 0.33 -0.884
H 1.03 -0.38 0.79 0.498
H 0.17 0.94 1.12 0.453
H -0.44 -0.22 -0.09 0.467
H 0.76 0.77 -0.39 0.432
N 2.76 -2.45 -0.36 0.707
O 2.25 -1.54 -1.08 -0.622
O 2.33 -2.60 0.80 -0.593
O 3.82 -2.99 -0.59 -0.469
O -1.53 -0.02 -2.15 -0.964
H -1.48 0.85 -2.38 0.491
H -2.45 -0.28 -2.29 0.473
O -0.62 2.46 -2.44 -0.995
H -0.07 2.72 -3.25 0.512
H -1.04 3.29 -1.95 0.497
O 2.34 2.48 1.55 -0.981
H 3.00 2.23 0.80 0.488
H 2.89 2.74 2.36 0.494
O -0.08 -2.18 -3.24 -0.954
H 0.40 -2.72 -2.54 0.476
H -0.76 -1.76 -2.58 0.468
O -2.19 2.43 1.76 -0.919
H -3.05 2.32 1.38 0.464
H -1.94 3.18 1.36 0.456
O -2.08 -2.14 0.79 -0.969
H -2.83 -1.58 1.00 0.474
H -2.35 -3.04 0.45 0.497
O 0.57 -0.67 3.59 -0.949
H 0.67 -1.58 3.38 0.486
H -0.34 -0.57 3.86 0.466
```

The following is a DFT calculation (ωB97M-V/def2-TZVPD) of one molecule with the formula C18H19N5O2S2.

ΔE to the lowest compared entry with this formula, charge and spin, eV: 2.415
Frontier orbital gap, eV: 8.67
Electronic energy, eV: -52190.4752
Largest force on an atom, eV Å⁻¹: 1.20
LUMO level, Eh: 0.017
Structure (SMILES): C=CCn1c(Cc2csc(N)n2)nnc1SCc1ccc(C(=O)OC)cc1

```
46
Properties=species:S:1:pos:R:3:nbo_charge:R:1
C 1.14 -1.18 0.38 -0.393
C 0.43 -1.67 1.38 -0.190
C -0.89 -1.14 1.86 -0.284
N -1.36 -0.03 1.07 -0.371
C -2.09 -0.09 -0.08 0.168
N -2.23 1.09 -0.60 -0.323
N -1.58 1.96 0.19 -0.292
C -1.06 1.29 1.18 0.347
C -0.27 1.88 2.30 -0.478
C -1.10 1.88 3.55 0.153
C -1.89 2.89 3.97 -0.445
S -2.70 2.47 5.44 0.332
C -1.89 0.91 5.36 0.273
N -1.11 0.76 4.34 -0.544
N -2.15 -0.06 6.27 -0.801
H -1.50 -0.83 6.30 0.403
H -2.56 0.22 7.15 0.396
H -2.05 3.85 3.52 0.245
H -0.01 2.90 2.02 0.256
H 0.64 1.30 2.46 0.242
S -2.71 -1.58 -0.73 0.245
C -2.52 -1.16 -2.51 -0.521
C -1.07 -1.00 -2.81 -0.032
C -0.24 -2.11 -2.83 -0.214
C 1.12 -1.96 -3.02 -0.154
C 1.67 -0.69 -3.19 -0.182
C 0.83 0.43 -3.17 -0.176
C -0.53 0.27 -2.98 -0.163
H -1.17 1.13 -2.94 0.230
H 1.26 1.41 -3.30 0.231
C 3.13 -0.57 -3.37 0.779
O 3.91 -1.50 -3.29 -0.599
O 3.53 0.68 -3.62 -0.507
C 4.92 0.87 -3.81 -0.258
H 5.28 0.26 -4.64 0.194
H 5.46 0.58 -2.90 0.192
H 5.06 1.93 -4.02 0.195
H 1.78 -2.82 -3.04 0.235
H -0.66 -3.10 -2.68 0.215
H -2.97 -2.00 -3.05 0.237
H -3.09 -0.25 -2.68 0.252
H -0.80 -0.80 2.90 0.270
H -1.64 -1.93 1.82 0.224
H 0.78 -2.53 1.94 0.204
H 2.08 -1.62 0.09 0.210
H 0.83 -0.33 -0.20 0.200
```

The following is a DFT calculation (ωB97M-V/def2-TZVPD) of a 19-piece molecular cluster, C4H36BO26 overall.

Net charge: -1
ΔE to the lowest compared entry with this formula, charge and spin, eV: 2.756
Frontier orbital gap, eV: 9.54
Electronic energy, eV: -58651.7213
Largest force on an atom, eV Å⁻¹: 8.44
LUMO level, Eh: 0.056

```
67
Properties=species:S:1:pos:R:3:nbo_charge:R:1
O -2.17 2.13 -2.64 -0.612
C -1.07 2.11 -2.09 0.694
O -1.00 2.37 -0.90 -0.616
B -0.04 1.44 -0.23 1.156
O 0.47 0.69 -1.38 -0.604
C 0.02 1.22 -2.43 0.705
O 0.29 0.87 -3.54 -0.613
O -0.71 0.55 0.71 -0.639
C -0.20 0.69 1.85 0.695
O -0.90 0.50 2.82 -0.590
C 0.96 1.52 1.71 0.691
O 0.97 2.12 0.63 -0.600
O 1.92 1.64 2.50 -0.610
O -3.77 1.24 -0.40 -0.970
H -3.24 1.81 -0.97 0.501
H -4.59 1.16 -0.86 0.484
O -2.36 -0.23 5.23 -0.954
H -3.22 0.20 5.06 0.473
H -1.80 0.36 4.74 0.484
O 4.46 1.05 3.54 -0.981
H 3.62 1.23 3.04 0.501
H 4.29 0.51 4.33 0.473
O -0.35 -2.23 -1.02 -0.945
H -0.79 -2.92 -1.47 0.474
H -1.02 -1.63 -0.72 0.477
O 0.74 1.69 -6.48 -0.929
H -0.21 1.48 -6.39 0.472
H 0.85 1.70 -7.40 0.459
O -3.65 1.11 2.31 -0.973
H -2.70 1.13 2.36 0.467
H -3.81 1.30 1.35 0.502
O -2.87 -1.50 1.92 -0.960
H -2.86 -1.57 0.96 0.445
H -2.95 -0.51 1.98 0.482
O 3.49 1.79 -0.32 -0.975
H 3.48 1.97 -1.24 0.495
H 2.91 2.31 0.19 0.472
O 1.07 0.16 4.79 -0.983
H 1.68 -0.40 4.31 0.484
H 1.04 0.88 4.23 0.473
O -3.73 0.06 -3.97 -0.997
H -3.23 -0.77 -3.92 0.492
H -3.30 0.74 -3.47 0.479
O 2.73 -1.28 3.39 -0.951
H 2.23 -2.11 3.53 0.476
H 2.74 -1.20 2.47 0.494
O 2.31 -1.13 0.66 -0.961
H 2.73 -1.97 0.69 0.474
H 1.38 -1.42 0.71 0.508
O 2.95 1.53 -3.20 -0.979
H 2.15 1.77 -3.61 0.467
H 2.75 0.61 -2.99 0.499
O 2.48 -0.99 -2.09 -0.982
H 1.82 -1.67 -2.23 0.470
H 2.30 -0.64 -1.20 0.515
O 0.08 -2.37 1.80 -1.000
H -0.37 -2.02 2.56 0.522
H 0.22 -3.31 1.92 0.478
O 0.59 -1.23 -5.15 -0.950
H 0.51 -0.41 -4.66 0.502
H 0.98 -1.87 -4.54 0.460
O -0.50 -2.21 4.55 -1.003
H -1.43 -2.07 4.65 0.495
H -0.14 -1.32 4.73 0.501
O -1.74 -1.69 -3.78 -0.960
H -1.65 -1.47 -2.85 0.456
H -0.86 -1.55 -4.11 0.489
```

The following is a DFT calculation (ωB97M-V/def2-TZVPD) of one molecule with the formula C2H6N6.

ΔE to the lowest compared entry with this formula, charge and spin, eV: 4.067
Frontier orbital gap (spin up / spin down), eV: 7.12 / 7.27
Electronic energy, eV: -11106.2316
Largest force on an atom, eV Å⁻¹: 4.62
LUMO level (spin up / spin down), Eh: 0.005 / 0.007

```
14
Properties=species:S:1:pos:R:3:nbo_charge:R:1
C -0.08 -0.11 -1.88 0.121
C 1.61 -0.47 -0.19 0.334
N 0.90 0.04 -1.06 -0.398
N -1.37 -0.19 -1.52 -0.302
N -1.65 -0.57 -0.34 -0.042
N -2.93 -0.81 0.00 -0.608
N 2.14 1.16 1.55 -0.670
N 2.13 -0.16 0.97 -0.452
H -0.11 0.06 -2.91 0.179
H -3.59 -0.21 -0.42 0.360
H -3.09 -1.06 0.97 0.379
H 1.55 1.69 0.91 0.349
H 1.60 1.21 2.44 0.347
H 2.88 -0.56 1.48 0.403
```

The following is a DFT calculation (ωB97M-V/def2-TZVPD) of C21H40HgP2 as an isolated structure.

ΔE to the lowest compared entry with this formula, charge and spin, eV: 0.000
Frontier orbital gap, eV: 4.80
Electronic energy, eV: -45171.1091
Largest force on an atom, eV Å⁻¹: 2.69
LUMO level, Eh: 0.013

```
64
Properties=species:S:1:pos:R:3:nbo_charge:R:1
P -0.78 1.88 0.50 0.778
P 0.44 -1.34 -0.18 0.791
C -1.40 0.77 -0.83 -0.726
C -1.26 -0.75 -0.58 -0.731
H -0.91 1.07 -1.78 0.235
H -2.46 1.00 -0.96 0.256
H -1.93 -1.07 0.24 0.238
H -1.59 -1.27 -1.49 0.260
C 1.48 -1.43 -1.65 -0.950
H 2.46 -1.82 -1.35 0.267
H 1.62 -0.43 -2.08 0.250
H 1.03 -2.10 -2.40 0.223
C 0.47 -2.91 0.73 -0.935
H 0.00 -3.71 0.13 0.223
H -0.05 -2.79 1.70 0.256
H 1.53 -3.16 0.93 0.270
C -0.39 3.57 -0.07 -0.932
H -0.01 4.14 0.80 0.266
H -1.29 4.06 -0.48 0.217
H 0.41 3.53 -0.83 0.247
C -1.94 1.94 1.90 -0.945
H -2.03 0.94 2.34 0.241
H -2.92 2.30 1.58 0.217
H -1.54 2.62 2.66 0.263
Hg 1.31 0.56 1.14 1.289
C -3.65 -1.95 -2.53 -0.186
C -2.73 -1.58 -3.43 -0.189
C -3.02 -0.71 -4.62 -0.443
C -4.04 0.45 -4.40 -0.447
C -3.84 1.22 -3.13 -0.181
C -4.39 0.92 -1.94 -0.191
C -5.36 -0.20 -1.72 -0.443
C -5.09 -1.50 -2.52 -0.447
C 1.84 2.31 2.35 -1.292
H -3.40 -2.70 -1.77 0.204
H -1.71 -2.01 -3.39 0.203
H -3.38 -1.32 -5.48 0.224
H -2.08 -0.27 -4.98 0.209
H -3.91 1.15 -5.24 0.220
H -5.05 0.05 -4.52 0.207
H -3.25 2.14 -3.23 0.205
H -4.24 1.59 -1.08 0.204
H -6.39 0.13 -1.92 0.225
H -5.36 -0.45 -0.65 0.208
H -5.69 -2.29 -2.05 0.220
H -5.53 -1.38 -3.52 0.209
H 2.18 1.85 3.30 0.211
H 1.06 3.06 2.54 0.151
H 2.70 2.77 1.84 0.202
C 5.14 -0.31 4.84 -0.583
C 5.40 -0.48 3.35 -0.188
C 6.33 0.64 2.90 -0.583
C 6.12 -1.80 3.15 -0.582
C 4.13 -0.37 2.59 -0.037
C 3.10 -0.14 1.98 -0.724
H 6.11 -0.31 5.37 0.194
H 4.51 -1.13 5.22 0.206
H 4.61 0.61 5.05 0.217
H 7.25 0.61 3.49 0.193
H 6.56 0.54 1.83 0.208
H 5.85 1.62 3.01 0.218
H 5.53 -2.65 3.49 0.206
H 6.37 -1.98 2.10 0.207
H 7.05 -1.74 3.73 0.195
```

The following is a DFT calculation (ωB97M-V/def2-TZVPD) of one molecule with the formula H8N2Si2.

ΔE to the lowest compared entry with this formula, charge and spin, eV: 1.189
Frontier orbital gap, eV: 9.80
Electronic energy, eV: -18865.3380
Largest force on an atom, eV Å⁻¹: 3.47
LUMO level, Eh: 0.037
Structure (SMILES): N[SiH](N)[SiH3]

```
12
Properties=species:S:1:pos:R:3:nbo_charge:R:1
N 0.43 0.25 1.73 -1.304
N -0.20 1.71 -0.42 -1.316
Si -0.48 -1.59 -0.99 0.348
Si 0.64 0.28 -0.02 1.300
H 0.98 -0.15 2.42 0.392
H -0.45 0.58 2.08 0.384
H -0.26 2.44 0.22 0.403
H -0.53 1.87 -1.39 0.405
H 0.18 -2.85 -0.97 -0.136
H -0.87 -1.26 -2.38 -0.146
H -1.84 -1.64 -0.23 -0.120
H 2.40 0.36 -0.04 -0.211
```

The following is a DFT calculation (ωB97M-V/def2-TZVPD) of a 5-piece molecular cluster, C4H18O4 overall.

ΔE to the lowest compared entry with this formula, charge and spin, eV: 2.715
Frontier orbital gap, eV: 11.15
Electronic energy, eV: -12627.6556
Largest force on an atom, eV Å⁻¹: 7.11
LUMO level, Eh: -0.002
Structure (SMILES): CCCC.O.O.O.O

```
26
Properties=species:S:1:pos:R:3:nbo_charge:R:1
C -2.78 -1.49 0.17 -0.608
C -1.28 -1.69 0.33 -0.391
C -0.49 -0.78 -0.73 -0.374
C -0.69 -1.54 -2.20 -0.621
H -3.12 -0.52 0.41 0.206
H -3.45 -2.24 0.61 0.217
H -2.86 -1.36 -1.00 0.191
H -0.97 -2.70 0.15 0.196
H -1.08 -1.51 1.28 0.192
H 0.43 -0.52 -0.48 0.188
H -0.91 0.14 -0.94 0.185
H -0.80 -0.78 -2.94 0.200
H -1.48 -2.26 -2.25 0.214
H 0.35 -1.99 -2.50 0.199
H 3.95 2.12 2.38 0.476
H 3.76 3.05 1.21 0.450
O 4.20 2.94 2.08 -0.924
H 4.03 -0.27 0.62 0.468
H 2.69 0.25 0.30 0.470
O 3.39 0.21 1.13 -0.943
H -2.38 1.29 2.05 0.463
H -2.61 1.70 0.66 0.464
O -2.95 1.85 1.56 -0.923
H 2.21 2.34 -0.10 0.468
H 1.55 1.72 -1.33 0.466
O 1.31 2.03 -0.47 -0.928
```

The following is a DFT calculation (ωB97M-V/def2-TZVPD) of C4H15N2ORe as an isolated structure.

Net charge: +1
Frontier orbital gap (spin up / spin down), eV: 8.76 / 9.41
Electronic energy, eV: -11539.2449
Largest force on an atom, eV Å⁻¹: 4.69
LUMO level (spin up / spin down), Eh: -0.132 / -0.146
Multiplicity: 4
Expectation value of S²: 3.77

```
23
Properties=species:S:1:pos:R:3:mulliken_spin:R:1
C -1.05 1.66 0.58 -0.150
Re 0.00 0.00 0.00 3.122
N 1.30 -1.72 -0.72 -0.003
H 0.12 0.64 -1.41 -0.100
H 2.30 -1.48 -0.77 0.002
H -1.29 -0.44 -0.69 -0.031
H -1.51 2.19 -0.26 0.025
H -0.30 2.32 1.06 0.030
H -1.84 1.40 1.31 0.032
H 1.25 -2.60 -0.18 0.008
H 1.03 -1.97 -1.68 0.002
C -0.28 -1.51 4.39 -0.004
N 0.97 -1.03 3.81 0.038
C 2.18 -0.99 4.62 -0.002
C 1.02 -0.61 2.52 0.005
O 0.02 -0.64 1.82 0.017
H -0.17 -1.80 5.45 0.001
H -0.65 -2.39 3.82 0.001
H -1.05 -0.70 4.34 0.001
H 2.96 -1.63 4.16 0.001
H 2.55 0.06 4.67 0.002
H 2.00 -1.34 5.65 0.000
H 1.95 -0.24 2.09 0.002
```